{
  "formula": "C17H37Br14NO5P2",
  "method": "ωB97M-V with the def2-TZVPD basis set",
  "symbols": ["C", "C", "O", "P", "O", "O", "N", "O", "P", "C", "O", "H", "H", "H", "H", "H", "H", "H", "H", "H", "Br", "C", "C", "Br", "H", "H", "H", "H", "Br", "C", "C", "Br", "H", "H", "H", "H", "Br", "C", "C", "Br", "H", "H", "H", "H", "Br", "C", "C", "Br", "H", "H", "H", "H", "Br", "C", "C", "Br", "H", "H", "H", "H", "Br", "C", "C", "Br", "H", "H", "H", "H", "Br", "C", "C", "Br", "H", "H", "H", "H"],
  "xyz": [[2.060, -3.001, 1.755], [0.800, -2.327, 2.175], [0.707, -0.913, 2.655], [0.270, -0.011, 1.188], [-0.075, 1.529, 1.517], [-1.128, -0.704, 0.398], [-2.182, -0.506, 1.250], [1.623, -0.189, 0.106], [2.906, 0.935, 0.454], [3.116, 1.278, 2.320], [4.392, 0.073, 0.005], [3.124, -2.840, 2.228], [1.989, -3.820, 0.890], [-0.216, -2.934, 2.147], [-2.694, -1.433, 1.258], [-1.802, -0.348, 2.214], [3.893, 0.500, 2.783], [3.645, 2.343, 2.428], [2.123, 1.353, 2.935], [4.830, -0.200, 0.888], [0.844, 1.757, -4.069], [-1.028, 1.321, -3.737], [-1.444, 1.723, -2.341], [-0.774, 0.462, -1.013], [-1.147, 0.252, -3.934], [-1.589, 1.888, -4.485], [-2.532, 1.692, -2.239], [-1.085, 2.714, -2.050], [2.075, 4.952, 3.054], [2.431, 6.010, 1.454], [2.436, 5.145, 0.216], [4.092, 4.124, 0.074], [3.376, 6.534, 1.622], [1.618, 6.741, 1.411], [2.404, 5.762, -0.686], [1.614, 4.425, 0.186], [-2.785, -3.944, 1.765], [-4.692, -3.891, 2.170], [-5.488, -4.688, 1.162], [-5.679, -3.714, -0.517], [-4.980, -2.837, 2.214], [-4.783, -4.330, 3.167], [-6.510, -4.847, 1.516], [-5.038, -5.655, 0.920], [-2.607, -1.747, -7.482], [-2.302, 0.040, -8.201], [-1.911, 1.009, -7.110], [-3.461, 1.550, -6.057], [-3.212, 0.330, -8.733], [-1.488, -0.079, -8.921], [-1.522, 1.936, -7.539], [-1.176, 0.602, -6.410], [2.217, 1.499, 5.264], [2.757, 0.037, 6.436], [4.238, -0.241, 6.317], [4.643, -1.223, 4.681], [2.132, -0.824, 6.182], [2.508, 0.375, 7.446], [4.574, -0.892, 7.129], [4.850, 0.664, 6.306], [1.051, -5.252, 4.211], [-0.743, -5.944, 3.879], [-0.976, -7.238, 4.623], [-0.089, -8.732, 3.736], [-0.853, -6.040, 2.795], [-1.419, -5.164, 4.241], [-2.038, -7.497, 4.622], [-0.612, -7.218, 5.654], [-1.683, 6.533, -7.271], [-1.143, 5.071, -6.099], [0.338, 4.793, -6.218], [0.743, 3.811, -7.854], [-1.768, 4.210, -6.354], [-1.392, 5.409, -5.089], [0.674, 4.143, -5.406], [0.950, 5.699, -6.229]],
  "forces_ev_per_angstrom": [[-3.16, 1.37, 0.83], [3.18, -2.26, -1.40], [-0.93, -1.41, -3.46], [2.12, 4.45, 1.36], [1.67, -6.30, 0.07], [4.29, -6.41, 7.82], [-2.94, -0.76, 2.35], [-1.93, -0.50, 4.10], [1.63, 0.95, -1.39], [1.14, -0.24, 0.78], [-1.55, 0.33, 3.54], [-2.30, 0.50, -1.42], [-0.13, 1.43, 2.69], [2.16, 1.82, -0.40], [0.92, 1.33, 0.14], [-0.75, -0.14, -0.92], [-1.98, 1.57, -0.71], [-1.20, -2.26, -0.63], [2.04, -0.47, -1.80], [-0.81, 0.35, -2.04], [0.08, -0.18, 0.06], [-0.30, 0.69, -0.21], [1.28, 0.50, -0.83], [-2.62, 6.04, -9.55], [0.03, 0.18, 0.15], [0.31, -0.18, 0.24], [0.20, -0.18, 0.06], [-0.12, 0.00, -0.35], [0.10, 0.08, -0.03], [-0.20, 0.08, 0.10], [0.15, -0.01, -0.20], [0.03, 0.34, -0.02], [-0.21, -0.21, -0.12], [0.12, -0.16, -0.05], [0.01, -0.05, 0.18], [0.17, 0.12, 0.12], [-0.15, -0.01, -0.11], [-0.06, -0.14, 0.27], [-0.24, 0.09, -0.21], [0.10, -0.12, 0.12], [0.02, -0.29, -0.10], [-0.01, 0.05, -0.19], [0.21, 0.06, 0.04], [-0.03, 0.27, 0.13], [-0.07, 0.10, -0.04], [0.13, -0.17, -0.09], [-0.03, 0.21, -0.11], [-0.29, -0.06, -0.27], [0.23, -0.01, 0.22], [-0.10, 0.10, 0.18], [-0.03, -0.20, 0.01], [-0.16, 0.03, -0.22], [-0.10, -0.10, 0.95], [-0.17, 0.25, 0.15], [0.06, -0.17, 0.11], [0.10, -0.06, 0.16], [0.25, 0.17, 0.01], [0.14, -0.10, -0.14], [-0.10, 0.10, -0.13], [-0.25, -0.18, -0.03], [-0.11, -0.20, 0.06], [0.08, 0.17, 0.20], [-0.14, -0.22, -0.10], [-0.01, 0.10, 0.12], [0.02, -0.10, 0.33], [0.10, -0.20, -0.05], [0.15, 0.10, -0.03], [-0.04, 0.09, -0.30], [-0.05, -0.12, 0.00], [-0.03, 0.19, 0.11], [0.11, -0.16, 0.12], [0.03, 0.12, 0.05], [0.20, 0.17, 0.06], [0.11, -0.09, -0.15], [-0.15, 0.09, -0.15], [-0.26, -0.16, -0.06]],
  "max_force_ha_per_bohr": 0.22558,
  "gap_ev": 7.53,
  "charge": 0
}

***

{
  "formula": "C17H37BrN2O4P",
  "method": "ωB97M-V with the def2-TZVPD basis set",
  "symbols": ["C", "C", "O", "N", "C", "N", "C", "C", "O", "O", "P", "O", "Br", "H", "H", "H", "H", "H", "H", "H", "H", "H", "C", "C", "C", "C", "C", "C", "H", "H", "H", "H", "H", "H", "H", "H", "H", "H", "H", "H", "H", "H", "C", "C", "C", "C", "C", "C", "H", "H", "H", "H", "H", "H", "H", "H", "H", "H", "H", "H", "H", "H"],
  "xyz": [[0.743, -2.999, -1.105], [1.631, -1.795, -1.320], [2.739, -1.904, -1.830], [1.146, -0.529, -1.004], [2.167, 0.509, -0.892], [0.116, -0.404, -0.037], [-1.252, -0.219, -0.555], [-2.121, -1.357, 0.050], [-2.449, -2.235, -0.777], [-2.284, -1.321, 1.276], [-1.342, -0.411, -2.386], [-0.622, 1.033, -2.845], [-3.435, 0.373, -2.573], [0.062, -3.096, -1.954], [0.119, -2.967, -0.212], [1.403, -3.865, -1.060], [3.087, 0.146, -0.425], [2.414, 0.937, -1.868], [1.757, 1.304, -0.269], [0.156, -1.160, 0.632], [-1.629, 0.762, -0.251], [0.224, 0.795, -3.246], [-3.949, -5.693, 5.431], [-2.448, -5.433, 5.503], [-2.066, -3.989, 5.182], [-2.445, -3.517, 3.776], [-1.869, -4.338, 2.629], [-0.345, -4.317, 2.579], [-4.337, -5.516, 4.428], [-4.185, -6.726, 5.699], [-4.490, -5.037, 6.119], [-1.930, -6.113, 4.821], [-2.090, -5.678, 6.508], [-0.988, -3.870, 5.330], [-2.543, -3.326, 5.912], [-2.122, -2.482, 3.644], [-3.534, -3.495, 3.678], [-2.255, -3.919, 1.698], [-2.222, -5.375, 2.681], [0.012, -3.288, 2.498], [0.026, -4.871, 1.714], [0.106, -4.762, 3.471], [0.628, 4.634, -1.259], [1.109, 4.288, -2.663], [2.611, 4.485, -2.861], [3.109, 5.920, -2.676], [2.442, 6.950, -3.585], [2.664, 6.686, -5.071], [0.788, 5.688, -1.018], [-0.439, 4.432, -1.158], [1.150, 4.034, -0.511], [0.548, 4.875, -3.396], [0.867, 3.242, -2.867], [2.887, 4.129, -3.858], [3.145, 3.841, -2.155], [4.190, 5.939, -2.852], [2.969, 6.223, -1.635], [2.834, 7.941, -3.336], [1.369, 6.988, -3.379], [3.730, 6.665, -5.307], [2.202, 7.463, -5.682], [2.235, 5.731, -5.378]],
  "forces_ev_per_angstrom": [[0.13, -0.01, 0.12], [0.02, 0.20, -0.40], [-0.21, 0.04, 0.18], [0.24, -0.62, 0.73], [-0.06, 0.56, -0.08], [0.23, 0.29, -0.24], [-0.19, -0.11, 0.24], [0.29, 0.12, -0.21], [-0.18, -0.20, -0.23], [-0.05, -0.05, 0.43], [-0.04, 0.06, 0.12], [0.28, -0.04, -0.05], [-0.14, 0.00, -0.08], [0.00, 0.03, 0.07], [0.02, 0.03, -0.12], [-0.09, 0.04, -0.09], [-0.06, -0.14, -0.14], [0.08, -0.15, 0.04], [-0.09, -0.12, -0.12], [-0.11, 0.02, 0.04], [0.07, -0.02, -0.12], [-0.10, 0.08, -0.05], [0.04, -0.04, -0.01], [-0.02, 0.01, 0.04], [0.04, -0.01, -0.04], [-0.04, 0.06, 0.07], [0.01, -0.02, -0.10], [-0.03, -0.05, -0.02], [0.00, 0.01, 0.00], [-0.01, 0.01, 0.01], [-0.01, 0.02, -0.01], [0.01, 0.01, -0.01], [0.00, -0.01, -0.01], [0.00, 0.00, 0.00], [0.00, -0.01, 0.01], [-0.03, 0.00, -0.04], [0.00, 0.02, 0.00], [0.00, 0.02, 0.01], [0.01, 0.00, 0.02], [0.01, 0.01, 0.02], [0.01, 0.01, 0.00], [0.01, 0.02, 0.01], [-0.05, -0.01, -0.05], [0.02, -0.05, 0.06], [0.01, -0.02, -0.03], [-0.01, 0.00, 0.02], [0.03, 0.01, -0.02], [-0.03, 0.02, 0.02], [0.02, 0.00, 0.00], [0.01, -0.03, 0.02], [0.01, 0.01, 0.02], [0.02, -0.01, -0.03], [-0.05, 0.04, 0.01], [0.02, 0.01, 0.00], [0.00, -0.01, 0.00], [0.00, 0.01, -0.01], [-0.01, -0.01, 0.00], [-0.01, 0.01, 0.00], [0.00, -0.01, 0.02], [0.00, -0.02, 0.00], [0.01, 0.00, -0.01], [0.00, 0.00, 0.00]],
  "max_force_ha_per_bohr": 0.01926,
  "gap_ev": 7.87,
  "charge": -1
}

***

Number 1: highest occupied orbital energy -7.648 eV. Number 2: highest occupied orbital energy -5.220 eV.